# 1
DFT (wB97M-V/def2-TZVPD) results for a structure of composition C24H24As2CsF6N6O7S2.

Each line ends with the Löwdin spin population.
Positions of all 72 atoms, in Å:
Cs: -1.42 -0.44 -1.25  0.02
N: -1.78 -2.14 3.70  0.00
C: -1.22 -1.00 3.21  0.01
N: 0.03 -0.80 3.00  0.00
C: 0.89 -1.90 3.16  0.00
N: 2.06 -1.97 2.68  0.00
N: 2.56 -0.87 2.05  0.00
C: 2.49 -0.94 0.79  0.00
C: 3.15 0.07 -0.09  0.00
C: 3.11 -0.14 -1.46  0.00
C: 3.66 0.82 -2.29  0.00
C: 4.24 1.94 -1.72  0.00
C: 4.25 2.04 -0.33  0.00
N: 3.72 1.14 0.48  0.00
C: 0.39 -3.08 3.92  0.00
C: 1.23 -4.09 4.37  0.00
C: 0.71 -5.21 4.99  0.00
C: -0.67 -5.32 5.17  0.00
C: -1.52 -4.32 4.74  0.00
C: -0.98 -3.19 4.12  0.00
H: -2.77 -2.28 3.57  0.00
H: -1.94 -0.23 3.00  0.00
H: 1.96 -1.74 0.28  0.00
H: 2.64 -1.02 -1.87  0.00
H: 3.59 0.70 -3.36  0.00
H: 4.64 2.74 -2.32  0.00
H: 4.70 2.90 0.15  0.00
H: 2.29 -3.99 4.19  0.00
H: 1.36 -6.00 5.33  0.00
H: -1.09 -6.20 5.64  0.00
H: -2.59 -4.40 4.85  0.00
O: 1.54 -0.99 -4.73  0.00
S: 0.33 -0.39 -4.18  0.00
O: 0.40 -0.20 -2.73  0.00
O: -0.92 -1.00 -4.59  0.00
C: 0.26 1.25 -4.94  0.00
C: 0.57 1.23 -6.30  0.00
C: 0.50 2.39 -7.06  0.00
C: 0.11 3.58 -6.47  0.00
C: -0.20 3.61 -5.12  0.00
C: -0.13 2.45 -4.34  0.00
S: -0.42 2.71 -2.58  0.00
O: 0.88 2.50 -1.98  0.00
O: -1.43 1.74 -2.13  0.00
O: -0.89 4.09 -2.49  0.00
H: 0.87 0.30 -6.74  0.00
H: 0.75 2.35 -8.11  0.00
H: 0.06 4.49 -7.05  0.00
H: -0.49 4.52 -4.63  0.00
O: -5.10 0.45 0.34  0.06
C: -4.27 0.87 1.05  0.05
N: -3.47 1.32 1.81  0.18
F: -1.18 -2.12 0.58  0.00
As: -2.19 -3.51 0.23  0.00
F: -3.39 -2.83 1.31  0.00
F: -2.96 -2.65 -1.07  0.00
F: -3.20 -4.88 -0.10  0.00
F: -0.97 -4.06 -0.88  0.00
F: -1.43 -4.33 1.57  0.00
C: 0.58 2.07 1.12  0.18
As: -1.37 1.98 1.47  0.40
C: -1.31 2.44 3.35  0.02
C: -1.96 3.66 0.71  0.02
H: 0.86 3.06 1.47  0.02
H: 0.78 1.99 0.05  0.00
H: 1.10 1.29 1.68  0.00
H: -0.86 3.43 3.41  0.01
H: -0.68 1.73 3.88  0.00
H: -2.32 2.45 3.75  0.00
H: -1.44 4.45 1.26  0.01
H: -3.03 3.75 0.84  0.00
H: -1.70 3.74 -0.35  0.00

Results
total charge = -2
relative energy (zero: lowest compared OMol25 entry of this formula, charge and spin) = 295.1 kJ/mol
2S+1 = 2
<S²> = 0.755
frontier orbital gap (spin up / spin down) = 7.14 / 7.01 eV
calculated total energy = -208756.5302 eV

***

# 2
DFT (wB97M-V/def2-TZVPD) results for a structure of composition C25H48OP2Pb.

Each line ends with the Mulliken charge.
Positions of all 77 atoms, in Å:
Pb: 0.34 -0.13 -0.30  0.63
C: -2.51 1.76 0.95  0.44
C: -2.81 0.83 -0.08  0.58
C: -2.78 -0.31 1.92  1.07
C: -2.49 1.06 2.19  0.94
C: -2.97 -0.45 0.51  0.17
C: -2.26 3.21 0.77  -1.46
H: -1.95 3.44 -0.26  0.36
H: -1.49 3.55 1.47  0.23
H: -3.17 3.80 0.96  0.36
C: -2.17 1.61 3.51  -1.41
H: -2.08 2.71 3.47  0.44
H: -1.21 1.21 3.87  0.12
H: -2.92 1.36 4.28  0.37
C: -2.85 -1.40 2.91  -1.73
H: -3.88 -1.76 3.05  0.39
H: -2.49 -1.05 3.88  0.43
H: -2.23 -2.25 2.59  0.21
C: -3.25 -1.72 -0.19  -0.77
H: -4.33 -1.90 -0.29  0.36
H: -2.83 -2.58 0.36  0.27
H: -2.83 -1.73 -1.20  -0.04
C: -2.95 1.17 -1.51  -1.14
H: -3.86 1.74 -1.71  0.39
H: -2.97 0.29 -2.15  0.40
H: -2.10 1.80 -1.83  0.14
C: 1.75 0.61 -2.44  -0.71
C: 0.66 1.43 -2.59  -0.03
C: -0.07 1.55 -3.91  -1.29
C: -1.00 0.39 -4.31  -1.51
C: -1.01 -0.80 -3.38  0.18
C: 0.08 -1.57 -3.20  -0.47
C: 1.33 -1.36 -4.04  -1.18
C: 2.26 -0.25 -3.58  -1.04
H: 0.63 1.73 -4.73  0.49
H: -0.76 0.10 -5.34  0.57
H: -0.69 2.46 -3.84  0.46
H: 2.56 0.37 -4.45  0.40
H: 2.46 0.74 -1.60  0.71
H: 0.40 2.17 -1.83  0.87
H: 3.20 -0.71 -3.24  0.40
H: 1.90 -2.30 -4.03  0.46
H: 0.04 -2.51 -2.64  0.43
H: 1.07 -1.19 -5.10  0.40
H: -2.03 0.78 -4.35  0.31
H: -2.00 -1.16 -3.07  0.87
P: 1.95 2.26 1.27  0.90
C: 1.56 3.07 2.88  -1.16
H: 2.39 3.74 3.17  0.49
H: 1.39 2.30 3.65  0.22
H: 0.63 3.66 2.77  0.30
C: 3.60 1.56 1.65  -1.30
H: 4.21 2.33 2.16  0.43
H: 4.10 1.26 0.71  0.37
H: 3.48 0.68 2.29  0.27
C: 2.38 3.70 0.21  -1.32
H: 2.75 3.34 -0.76  0.34
H: 3.15 4.32 0.71  0.46
H: 1.46 4.29 0.04  0.35
P: 1.18 -2.93 0.45  0.83
C: 0.02 -4.18 -0.25  -1.21
H: 0.56 -5.07 -0.59  0.46
H: -0.52 -3.72 -1.10  0.24
H: -0.73 -4.45 0.51  0.40
C: 2.72 -3.25 -0.51  -1.23
H: 2.54 -3.12 -1.59  0.28
H: 3.09 -4.27 -0.30  0.45
H: 3.47 -2.51 -0.20  0.33
C: 1.59 -3.70 2.07  -1.44
H: 1.99 -4.72 1.91  0.48
H: 0.69 -3.73 2.70  0.37
H: 2.34 -3.09 2.59  0.40
C: 0.87 -0.51 3.64  -0.87
O: 0.40 -0.17 2.36  -0.29
H: 1.35 -1.51 3.61  -0.01
H: 0.05 -0.54 4.40  0.22
H: 1.63 0.21 4.05  0.22

Results
total charge = +2
frontier orbital gap (spin up / spin down) = 4.67 / 4.92 eV
calculated total energy = -52558.0222 eV

***

# 3
DFT (wB97M-V/def2-TZVPD) results for a cluster of 13 separate species, C35H64Cl25F3N2O3P in total.

Each line ends with the Mulliken charge.
Positions of all 133 atoms, in Å:
C: -0.93 0.49 -2.07  0.07
C: -0.13 -0.85 -2.38  -0.35
O: 0.47 -1.48 -1.22  0.03
P: -0.71 -2.25 -0.25  0.75
O: -1.72 -3.01 -1.13  -0.78
C: 0.07 -3.59 0.87  -1.02
C: 1.64 -3.41 1.07  -1.05
C: 2.03 -2.23 2.10  0.77
N: 1.29 -2.09 3.26  0.55
N: 1.38 -1.20 4.23  -1.06
C: 2.43 -0.35 3.98  -0.68
C: 3.41 -0.30 2.83  0.49
C: 4.57 0.78 2.81  0.51
F: 4.43 1.72 1.78  -0.18
F: 4.73 1.40 4.06  -0.25
F: 5.79 0.12 2.56  -0.22
C: 3.19 -1.34 1.74  0.19
Cl: 4.22 -1.47 0.28  0.00
O: -1.49 -1.02 0.62  -0.22
C: -2.16 -1.51 1.81  -0.12
C: -3.38 -2.52 1.52  -0.71
H: -0.36 1.23 -1.41  0.07
H: -1.93 0.30 -1.53  0.14
H: -1.20 1.05 -3.03  -0.24
H: -0.80 -1.53 -3.00  0.32
H: 0.74 -0.57 -3.07  0.14
H: -0.52 -3.72 1.84  0.55
H: -0.07 -4.58 0.30  0.41
H: 2.10 -3.14 0.06  0.43
H: 2.17 -4.35 1.45  0.46
H: 0.54 -2.79 3.40  0.43
H: 2.58 0.46 4.78  0.52
H: -2.64 -0.58 2.30  0.33
H: -1.42 -1.91 2.58  -0.14
H: -4.31 -2.15 2.11  0.36
H: -3.14 -3.60 1.76  0.09
H: -3.70 -2.46 0.42  0.34
Cl: -1.74 2.30 -5.24  -0.26
C: -1.46 4.06 -5.37  -0.12
C: -0.07 4.45 -4.91  -0.41
Cl: 0.14 4.24 -3.15  -0.10
H: -2.23 4.57 -4.79  0.08
H: -1.59 4.32 -6.42  0.35
H: 0.10 5.51 -5.12  0.09
H: 0.70 3.87 -5.42  0.35
Cl: -5.75 -4.98 2.57  -0.13
C: -7.39 -4.50 2.07  -0.50
C: -7.38 -3.65 0.82  -0.49
Cl: -6.66 -2.04 1.10  -0.16
H: -7.86 -3.97 2.90  0.33
H: -7.95 -5.42 1.89  0.30
H: -8.40 -3.48 0.47  0.35
H: -6.82 -4.13 0.01  0.32
Cl: 3.01 -2.51 6.41  -0.17
C: 4.47 -1.64 6.96  -0.36
C: 4.81 -1.93 8.40  -0.50
Cl: 3.61 -1.24 9.52  -0.17
H: 4.31 -0.57 6.79  0.27
H: 5.29 -1.96 6.31  0.30
H: 5.77 -1.48 8.66  0.33
H: 4.87 -3.00 8.59  0.34
Cl: -2.85 5.94 -1.85  -0.21
C: -1.96 7.48 -1.94  -0.59
C: -2.16 8.18 -3.28  -0.35
Cl: -1.39 7.30 -4.62  -0.05
H: -0.91 7.27 -1.75  0.31
H: -2.34 8.11 -1.14  0.46
H: -1.71 9.17 -3.24  0.29
H: -3.22 8.30 -3.51  0.14
Cl: -3.93 6.11 -6.30  -0.10
C: -5.62 6.67 -6.38  -0.61
C: -5.72 8.13 -6.78  -0.38
Cl: -5.09 9.22 -5.53  -0.17
H: -6.08 6.49 -5.40  0.29
H: -6.13 6.04 -7.11  0.35
H: -6.77 8.39 -6.94  0.33
H: -5.18 8.32 -7.71  0.28
Cl: 3.39 -1.65 -4.16  -0.15
C: 4.83 -0.61 -4.09  -0.46
C: 4.57 0.68 -3.33  -0.29
Cl: 3.45 1.76 -4.20  -0.13
H: 5.15 -0.41 -5.11  0.37
H: 5.61 -1.18 -3.59  0.29
H: 5.50 1.22 -3.20  0.39
H: 4.15 0.48 -2.34  0.01
Cl: -2.00 -8.11 3.38  -0.22
C: -3.78 -8.10 3.22  -0.06
C: -4.29 -9.32 2.49  -0.09
Cl: -3.83 -9.32 0.77  -0.21
H: -4.06 -7.17 2.71  -0.05
H: -4.19 -8.07 4.23  0.33
H: -5.39 -9.33 2.52  0.34
H: -3.93 -10.24 2.94  -0.07
Cl: -1.56 9.58 -8.60  -0.16
C: -0.10 10.41 -8.02  -0.47
C: 0.22 10.07 -6.58  -0.24
Cl: -0.98 10.74 -5.45  -0.19
H: -0.24 11.48 -8.16  0.31
H: 0.72 10.09 -8.67  0.31
H: 1.19 10.49 -6.30  0.34
H: 0.26 8.99 -6.43  0.08
Cl: 5.11 -5.45 0.30  -0.17
C: 6.56 -4.57 0.86  -0.31
C: 6.87 -4.85 2.31  -0.52
Cl: 5.65 -4.16 3.41  -0.12
H: 6.39 -3.51 0.68  0.13
H: 7.39 -4.90 0.23  0.37
H: 7.83 -4.40 2.58  0.30
H: 6.93 -5.92 2.51  0.35
Cl: -1.51 -12.88 4.64  -0.18
C: -2.65 -14.07 3.97  -0.40
C: -3.66 -13.43 3.04  -0.47
Cl: -4.80 -12.38 3.92  -0.20
H: -3.13 -14.58 4.80  0.31
H: -2.06 -14.80 3.41  0.30
H: -4.26 -14.20 2.55  0.36
H: -3.18 -12.83 2.27  0.32
Cl: 6.47 6.74 3.77  -0.18
C: 5.49 6.08 2.44  -0.39
C: 6.13 4.87 1.80  -0.23
Cl: 7.62 5.28 0.91  -0.19
H: 5.33 6.88 1.71  0.33
H: 4.52 5.81 2.86  0.25
H: 5.45 4.42 1.08  0.19
H: 6.38 4.11 2.54  0.22
Cl: -1.90 2.49 1.11  -0.07
C: -1.62 4.25 0.99  -0.09
C: -0.23 4.64 1.44  -0.40
Cl: 0.00 4.41 3.19  -0.22
H: -2.39 4.75 1.58  0.41
H: -1.76 4.52 -0.06  -0.21
H: -0.06 5.70 1.23  0.29
H: 0.53 4.06 0.92  0.27

Results
total charge = +1
frontier orbital gap = 6.42 eV
calculated total energy = -376952.3059 eV

***

# 4
DFT (wB97M-V/def2-TZVPD) results for a structure of composition C4H10NOS.

Each line ends with the natural charge from an NBO analysis.
Positions of all 17 atoms, in Å:
C: 0.18 -1.52 1.05  -0.06
O: 1.01 -1.54 2.12  -0.90
C: 0.21 -0.13 0.36  0.22
C: -0.34 -0.09 -1.03  -0.46
C: -0.74 1.35 -1.43  -0.54
S: -2.13 1.93 -0.42  -0.56
N: 1.52 0.44 0.53  -0.86
H: -0.89 -1.73 1.28  0.12
H: 0.46 -2.20 0.23  0.13
H: -0.51 0.49 1.05  -0.05
H: -1.29 -0.68 -1.04  0.22
H: 0.38 -0.55 -1.70  0.22
H: 0.14 2.00 -1.27  0.19
H: -0.99 1.37 -2.51  0.20
H: -0.93 0.81 1.69  0.36
H: 2.11 0.20 -0.28  0.36
H: 1.81 -0.16 1.37  0.43

Results
total charge = -1
relative energy (zero: lowest compared OMol25 entry of this formula, charge and spin) = 564.6 kJ/mol
frontier orbital gap = 5.95 eV
calculated total energy = -18679.2447 eV

***

# 5
DFT (wB97M-V/def2-TZVPD) results for the ion C2H7N2O4S2 with charge -1.

Each line ends with the natural charge from an NBO analysis.
Positions of all 17 atoms, in Å:
C: -0.92 -0.51 0.11  -0.30
C: 0.31 0.20 0.39  -0.28
N: 0.51 0.19 1.87  -0.88
N: -0.94 -0.89 -1.41  -0.92
O: 1.52 -1.95 -0.56  -1.05
O: -1.09 2.56 0.48  -0.99
O: 2.91 -0.28 0.80  -1.03
O: -0.54 1.67 -1.81  -0.91
S: 1.94 -0.53 -0.36  1.49
S: 0.07 2.02 -0.28  1.41
H: -0.94 -1.46 0.82  0.21
H: -1.75 0.13 0.36  0.21
H: -0.05 0.76 2.37  0.36
H: 1.58 0.27 2.12  0.42
H: -1.72 -1.47 -1.64  0.35
H: -0.01 -1.52 -1.44  0.43
H: -0.89 0.81 -1.82  0.50

Results
total charge = -1
relative energy (zero: lowest compared OMol25 entry of this formula, charge and spin) = 0.0 kJ/mol
frontier orbital gap = 7.90 eV
calculated total energy = -35028.1506 eV

***

# 6
DFT (wB97M-V/def2-TZVPD) results for a structure of composition C35H37Br84Cl2NO3P.

Each line ends with the Mulliken charge.
Positions of all 163 atoms, in Å:
C: -2.19 -1.48 1.21  -1.71
C: -2.14 -0.36 0.81  -0.65
C: -2.12 1.02 0.48  2.43
C: -3.58 1.43 0.39  -0.51
O: -3.92 1.90 -0.66  -0.74
O: -4.31 1.29 1.28  -0.52
N: -1.39 1.71 1.56  0.58
C: 0.02 1.39 1.55  -1.72
C: 0.85 1.98 0.43  2.65
C: 2.23 2.28 0.90  -0.74
Cl: 1.01 0.88 -0.97  -0.07
P: -1.63 3.36 1.80  0.21
O: -3.06 3.40 2.48  0.08
Cl: -1.98 4.32 -0.02  -0.27
H: -2.38 -2.27 1.79  0.97
H: -1.65 1.08 -0.47  0.19
H: 0.19 0.34 1.58  0.40
H: 0.43 1.79 2.44  -0.04
H: 0.48 2.93 0.03  -1.34
H: 2.73 1.36 1.05  0.10
H: 2.70 2.85 0.14  -0.07
H: 2.16 2.84 1.81  0.11
H: -3.22 2.56 2.92  0.15
C: 2.26 4.42 -3.04  -0.42
Br: 2.66 6.27 -3.38  -0.06
Br: 3.81 3.44 -2.48  0.13
Br: 0.80 4.21 -1.81  0.12
H: 1.93 3.99 -3.98  0.44
C: -5.26 -1.65 4.72  0.01
Br: -6.31 -3.15 4.14  -0.02
Br: -4.77 -1.82 6.57  -0.04
Br: -3.76 -1.32 3.59  0.32
H: -5.85 -0.76 4.59  -0.27
C: -5.55 5.35 1.10  0.76
Br: -7.29 5.81 1.79  -0.10
Br: -5.64 4.27 -0.46  0.01
Br: -4.47 6.92 0.84  -0.08
H: -5.06 4.76 1.86  -0.74
C: -8.74 0.67 4.06  -0.33
Br: -9.83 -0.84 3.58  -0.07
Br: -8.27 0.65 5.92  -0.04
Br: -7.18 0.81 2.96  0.14
H: -9.33 1.56 3.89  0.35
C: 5.81 0.86 3.35  0.17
Br: 6.86 -0.26 4.52  -0.03
Br: 6.22 0.53 1.50  -0.05
Br: 3.94 0.72 3.70  0.12
H: 6.10 1.88 3.56  -0.24
C: 4.32 -2.60 0.91  0.41
Br: 4.90 -3.53 -0.67  0.03
Br: 2.51 -1.98 0.73  0.19
Br: 4.56 -3.66 2.50  -0.02
H: 4.94 -1.73 1.01  -0.55
C: 9.32 3.80 3.71  -0.41
Br: 9.93 2.75 2.23  0.05
Br: 7.49 4.32 3.45  0.04
Br: 9.58 2.91 5.39  -0.02
H: 9.91 4.70 3.73  0.37
C: -0.78 -1.43 7.69  -0.33
Br: -0.28 -0.95 5.90  0.21
Br: -1.14 -3.31 7.80  -0.09
Br: 0.53 -0.88 8.99  -0.07
H: -1.69 -0.92 7.93  0.32
C: -5.33 -1.57 -2.10  -0.48
Br: -5.11 -0.28 -0.69  0.10
Br: -5.13 -3.36 -1.32  -0.01
Br: -6.99 -1.37 -3.08  -0.12
H: -4.53 -1.45 -2.81  0.35
C: 7.41 4.22 -4.38  -0.37
Br: 7.56 5.34 -2.82  -0.01
Br: 7.50 2.36 -3.92  0.00
Br: 5.83 4.64 -5.38  -0.05
H: 8.26 4.44 -5.00  0.36
C: -4.05 5.92 5.30  -0.37
Br: -5.02 4.42 4.58  0.02
Br: -3.49 5.60 7.11  -0.08
Br: -2.57 6.42 4.18  -0.02
H: -4.73 6.76 5.32  0.39
C: 1.12 -1.26 -5.90  0.19
Br: -0.12 -0.04 -5.08  0.07
Br: 2.83 -0.44 -6.23  -0.04
Br: 1.30 -2.87 -4.87  0.19
H: 0.71 -1.53 -6.85  -0.35
C: -1.05 -4.83 4.39  -0.04
Br: -0.56 -6.67 4.70  -0.05
Br: -0.22 -4.15 2.82  0.10
Br: -2.97 -4.61 4.40  0.01
H: -0.67 -4.26 5.23  -0.10
C: -2.17 -6.70 -0.33  -0.24
Br: -1.69 -5.01 -1.08  0.20
Br: -0.66 -7.59 0.44  0.03
Br: -3.63 -6.53 0.92  0.00
H: -2.52 -7.32 -1.14  0.07
C: 7.57 -3.87 -4.28  -0.07
Br: 5.87 -4.61 -3.80  0.01
Br: 7.69 -2.00 -3.82  0.04
Br: 9.02 -4.88 -3.54  0.00
H: 7.65 -3.93 -5.35  -0.01
C: 1.49 8.37 2.19  -0.53
Br: 1.59 6.44 2.14  0.13
Br: 0.38 9.13 0.82  0.04
Br: 0.97 8.97 3.94  -0.07
H: 2.49 8.74 2.01  0.41
C: 9.37 -6.11 -7.65  -0.31
Br: 7.63 -6.75 -7.14  0.00
Br: 9.54 -4.23 -7.28  -0.01
Br: 10.77 -7.12 -6.82  0.00
H: 9.46 -6.24 -8.71  0.34
C: 0.15 -8.10 -4.01  -0.43
Br: -1.57 -8.69 -3.37  -0.02
Br: 0.38 -6.20 -3.92  0.06
Br: 1.59 -9.04 -3.14  0.00
H: 0.18 -8.37 -5.06  0.35
C: 2.40 4.18 5.42  -0.31
Br: 1.32 2.63 5.08  -0.02
Br: 2.96 4.25 7.26  -0.05
Br: 3.87 4.34 4.20  -0.09
H: 1.78 5.05 5.25  0.31
C: -7.62 -6.32 0.14  -0.20
Br: -7.43 -4.96 1.47  0.08
Br: -7.44 -8.08 0.90  -0.04
Br: -9.26 -6.13 -0.84  -0.06
H: -6.81 -6.20 -0.56  0.18
C: -0.95 9.89 -3.07  -0.41
Br: 0.80 10.60 -3.45  -0.04
Br: -0.85 8.14 -2.31  0.03
Br: -1.96 11.09 -1.96  -0.03
H: -1.47 9.81 -4.01  0.40
C: 3.67 -10.54 0.08  -0.30
Br: 3.95 -12.13 1.12  -0.04
Br: 2.64 -9.23 1.03  0.08
Br: 5.33 -9.80 -0.54  0.01
H: 3.11 -10.82 -0.79  0.21
C: 11.99 4.88 -1.14  -0.30
Br: 10.83 3.43 -1.65  0.02
Br: 12.66 4.69 0.65  -0.04
Br: 13.41 5.13 -2.41  -0.04
H: 11.39 5.77 -1.15  0.33
C: 2.81 -4.58 9.14  -0.18
Br: 3.33 -4.05 7.37  0.06
Br: 2.43 -6.46 9.23  -0.02
Br: 4.12 -4.06 10.45  -0.04
H: 1.90 -4.06 9.37  0.16
C: -1.44 -2.18 -9.80  -0.34
Br: -3.12 -2.67 -9.03  0.09
Br: -1.14 -0.28 -9.73  -0.02
Br: 0.02 -3.14 -9.00  -0.07
H: -1.47 -2.46 -10.84  0.34
C: -10.05 4.21 7.56  -0.35
Br: -11.15 2.70 7.10  -0.04
Br: -9.59 4.21 9.42  -0.03
Br: -8.49 4.34 6.44  0.05
H: -10.64 5.09 7.38  0.34
C: -7.41 -3.45 -9.97  -0.38
Br: -6.74 -3.74 -8.19  -0.02
Br: -6.87 -1.74 -10.65  0.07
Br: -6.92 -4.88 -11.16  -0.03
H: -8.48 -3.44 -9.90  0.35
C: -5.42 2.07 -9.69  -0.37
Br: -7.26 2.39 -10.17  -0.03
Br: -5.26 1.26 -7.96  0.05
Br: -4.51 1.04 -11.04  -0.05
H: -4.93 3.03 -9.65  0.37

Results
total charge = -1
frontier orbital gap = 6.56 eV
calculated total energy = -5962422.9449 eV

***

| no. | largest force on an atom (eV Å⁻¹) |
| --- | --- |
| 1 | 3.74 |
| 2 | 3.33 |
| 3 | 4.76 |
| 4 | 5.23 |
| 5 | 5.77 |
| 6 | 8.74 |